{"formula": "C24H68N5O11", "method": "the ωB97M-V functional and the def2-TZVPD basis", "elements": ["O", "O", "O", "O", "O", "O", "O", "O", "O", "O", "O", "N", "N", "N", "N", "N", "C", "C", "C", "C", "C", "C", "C", "C", "C", "C", "C", "C", "C", "C", "C", "C", "C", "C", "C", "C", "C", "C", "C", "C", "H", "H", "H", "H", "H", "H", "H", "H", "H", "H", "H", "H", "H", "H", "H", "H", "H", "H", "H", "H", "H", "H", "H", "H", "H", "H", "H", "H", "H", "H", "H", "H", "H", "H", "H", "H", "H", "H", "H", "H", "H", "H", "H", "H", "H", "H", "H", "H", "H", "H", "H", "H", "H", "H", "H", "H", "H", "H", "H", "H", "H", "H", "H", "H", "H", "H", "H", "H"], "coordinates": [[-0.320361, -0.694778, -1.360426], [1.460639, -0.485778, -0.099426], [1.481639, -4.802778, 1.465574], [3.987639, 2.995222, 0.218574], [0.009639, 1.231222, -0.415426], [-0.176361, 5.893222, -2.868426], [-0.317361, 3.299222, 1.054574], [-2.568361, 0.882222, 0.666574], [0.054639, -1.753778, 4.370574], [-4.410361, -3.525778, -3.331426], [-2.153361, 0.358222, -2.922426], [1.824639, 3.659222, 3.072574], [2.516639, -3.108778, -1.503426], [-0.764361, -3.256778, -2.672426], [1.849639, 2.774222, -2.098426], [-2.896361, -1.969778, 6.621574], [2.516639, -3.973778, -0.369426], [-5.469361, -4.345778, -2.683426], [-1.345361, 4.198222, 0.530574], [4.457639, 1.809222, -0.331426], [0.371639, 0.036222, -0.678426], [2.669639, 4.026222, 1.987574], [0.366639, -0.939778, 3.227574], [1.342639, -3.673778, 0.604574], [-2.027361, -3.746778, -4.739426], [1.516639, 4.215222, -2.312426], [0.468639, -4.724778, 2.494574], [2.527639, 4.919222, -3.215426], [-1.405361, 6.191222, -3.529426], [3.876639, -3.803778, 0.342574], [-1.472361, 0.957222, -3.962426], [-1.195361, -1.350778, 5.014574], [3.061639, 2.635222, 1.237574], [3.897639, 4.704222, 2.686574], [-2.046361, -3.085778, -3.433426], [-3.191361, -3.792778, -2.648426], [-1.974361, -3.731778, 5.406574], [-1.624361, -2.310778, 5.989574], [0.054639, 4.457222, -2.863426], [-3.506361, -0.159778, 0.401574], [-0.978361, 4.886222, -0.126426], [2.692639, 4.238222, -4.125426], [-0.086361, 3.901222, -3.837426], [0.947639, 3.306222, 2.669574], [-1.971361, 4.610222, 1.342574], [0.970639, 2.303222, -1.743426], [-6.346361, -4.049778, -3.174426], [-5.688361, -4.079778, -1.712426], [-3.428361, -0.827778, -0.522426], [-0.604361, -4.703778, 1.967574], [0.075639, -2.876778, -3.012426], [1.317639, 4.772222, -1.377426], [5.462639, 2.046222, -0.962426], [-3.613361, -0.716778, 1.390574], [-5.301361, -5.430778, -2.941426], [1.612639, -2.739778, 1.181574], [3.722639, 1.101222, -0.706426], [3.621639, 5.780222, 2.995574], [-1.390361, 0.316222, -4.868426], [-2.925361, -4.921778, -2.316426], [4.524639, 4.220222, 3.443574], [1.450639, 4.469222, 3.442574], [2.709639, 2.840222, -1.503426], [-1.129361, -4.306778, 4.753574], [-0.440361, -0.773778, 2.566574], [0.757639, -3.921778, 3.197574], [-3.007361, -2.639778, 7.411574], [3.367639, 1.944222, 2.158574], [2.645639, -4.920778, -0.593426], [-2.260361, 6.022222, -2.815426], [-2.336361, -2.172778, -3.340426], [-2.123361, 3.613222, -0.091426], [-1.742361, 0.724222, 0.095574], [2.187639, 2.582222, 0.731574], [1.294639, -1.308778, 2.781574], [-1.900361, -1.040778, 4.125574], [-0.216361, 2.578222, 0.417574], [-0.984361, -0.345778, 5.371574], [-1.598361, 0.080222, -2.344426], [-1.228361, -3.482778, -5.448426], [-0.568361, 3.701222, -2.236426], [1.946639, 0.159222, 0.453574], [3.845639, -2.928778, 0.720574], [2.331639, 4.773222, 1.291574], [2.550639, -2.238778, -1.309426], [2.245639, 5.803222, -3.226426], [3.428639, 4.856222, -2.720426], [4.869639, -4.129778, -0.294426], [-1.906361, -5.024778, -4.711426], [1.625639, -3.007778, -1.891426], [-0.846361, -2.515778, 6.973574], [-2.752361, -3.636778, 4.625574], [-1.658361, 2.117222, -4.237426], [-1.584361, 5.530222, -4.410426], [-0.884361, -3.094778, -1.703426], [4.626639, 4.770222, 1.973574], [-0.520361, 1.121222, -3.743426], [0.656639, -5.650778, 2.972574], [-2.260361, -4.369778, 6.082574], [3.909639, -4.583778, 1.118574], [0.747639, -0.004778, 3.649574], [-4.379361, 0.378222, 0.067574], [-2.778361, -3.623778, -5.248426], [-1.363361, 7.181222, -3.588426], [4.963639, 1.137222, 0.381574], [0.279639, -3.636778, 0.002574], [-2.562361, -0.925778, 6.854574], [-3.472361, -3.234778, -1.682426]], "forces_ev_per_a": [[0.167, -1.766, -0.800], [1.641, -0.134, 0.670], [-2.129, 1.035, 0.480], [0.527, -1.121, 0.805], [1.132, -0.429, 0.094], [-0.462, -2.778, -0.399], [-1.224, 1.940, -0.133], [1.885, -1.163, -1.748], [-1.037, -0.536, -0.083], [-1.174, -2.510, 0.605], [-7.049, 3.349, -6.334], [-1.728, -2.179, -0.919], [0.289, -6.413, -2.806], [-2.130, -2.118, -0.679], [-0.727, 1.778, -0.312], [1.313, 3.509, 0.260], [0.702, 5.028, 1.419], [1.883, -0.257, -3.812], [-2.160, -3.952, 1.159], [4.317, -0.710, -0.700], [-1.989, 1.921, 0.568], [3.521, -1.363, 1.652], [1.948, 0.320, 2.427], [0.819, -1.113, -1.166], [8.590, -4.924, 2.382], [-1.877, 0.028, -0.560], [-0.055, -0.079, -1.836], [0.953, -9.823, -0.074], [-0.741, -4.320, 2.072], [1.526, -7.311, -2.875], [-2.173, 1.537, -2.271], [1.685, 2.721, -4.446], [1.683, 4.010, 3.741], [-1.249, 1.255, 0.405], [2.197, -6.423, 2.613], [0.114, 0.193, 2.730], [3.971, 2.535, -6.462], [0.095, -5.455, 3.228], [1.018, -2.698, 0.182], [-0.294, -0.204, 0.134], [1.321, 2.285, -1.394], [-0.689, 1.634, 0.769], [0.296, 1.416, 0.057], [0.246, -0.509, -0.073], [0.765, 0.093, -0.160], [2.018, 0.378, 0.369], [-1.348, 0.298, -1.148], [0.493, 0.187, 2.647], [1.144, 0.524, 1.367], [2.145, 0.300, 1.548], [0.470, 0.924, -0.740], [1.114, -0.102, 0.254], [-2.969, -0.429, 0.476], [-0.393, 0.250, -1.563], [-0.012, 1.018, 0.876], [-0.921, -0.680, -0.764], [-0.347, 0.557, -1.099], [0.427, -1.659, -0.209], [-0.761, 0.532, 0.184], [-0.809, 2.192, -1.310], [-1.213, -0.451, 0.592], [-0.447, 2.338, 1.513], [-1.682, -0.834, -0.303], [-1.428, 1.617, 1.820], [-0.874, -0.033, -0.895], [-0.939, 0.022, -0.403], [0.088, 1.559, -0.373], [-0.423, 0.908, -2.565], [-1.013, -4.870, -1.817], [0.521, -0.284, -0.546], [-1.638, 6.220, -0.716], [1.174, 0.453, 0.904], [-1.349, 0.683, 1.124], [-3.241, -2.110, -1.224], [-0.597, -0.611, -0.294], [0.376, -1.389, 1.719], [0.093, -0.478, -0.042], [-0.070, 0.263, 1.002], [6.138, -2.987, 6.282], [0.308, 0.264, 0.623], [0.043, 2.139, -0.149], [-0.721, -0.055, -0.486], [0.930, 6.329, 2.767], [-0.647, 0.024, -0.664], [1.712, 7.785, 2.735], [-2.358, 8.373, -1.453], [2.368, 0.068, 1.169], [-2.689, 1.464, 1.053], [-0.273, 3.568, 0.500], [-2.012, -1.195, -1.110], [-1.180, 0.825, -3.154], [0.036, 0.280, 0.615], [-0.999, -2.533, 0.472], [0.296, 1.016, 0.261], [-0.002, 0.656, 0.669], [1.908, 0.883, -2.446], [4.649, 0.142, 1.540], [-0.610, -1.016, 0.939], [-1.681, -3.343, 4.052], [-0.121, 0.555, 0.187], [-0.527, 0.624, -0.264], [-1.068, 0.015, 0.711], [-8.441, 1.446, -4.979], [-0.070, 4.209, -1.495], [-0.168, 0.408, 0.822], [2.472, 0.043, 1.712], [-2.153, -2.767, 0.826], [1.557, -0.811, -0.533]], "mulliken_charge": [-0.640, 0.004, -0.474, -0.413, 0.163, -0.390, -0.358, -0.477, -0.379, -0.335, -0.459, -0.771, -0.792, -0.323, -0.550, -0.707, 0.001, -0.852, -1.006, -1.020, 0.084, 0.678, -0.987, 0.886, -1.833, 1.442, -0.657, -2.240, -0.815, -1.616, -0.754, -0.704, 0.505, -1.563, 0.545, -0.735, -1.249, 0.675, -0.637, -0.364, 0.408, 0.283, 0.500, 0.255, 0.362, -0.184, 0.321, 0.354, -0.057, 0.209, 0.195, -0.250, 0.214, 0.165, 0.297, -0.296, 0.372, 0.315, 0.330, 0.327, 0.340, 0.316, 0.161, 0.003, 0.518, 0.250, 0.302, 0.301, 0.697, 0.219, 0.411, 0.203, 0.096, -0.543, 0.177, 0.196, 0.442, 0.390, 0.353, 0.422, 0.068, 0.043, 0.491, 0.120, 0.242, 0.793, 0.569, 0.244, 0.192, 0.169, 0.096, 0.321, 0.134, 0.296, -0.042, 0.464, 0.394, 0.432, 0.572, 0.370, 0.479, 0.327, 0.728, 0.396, 0.404, -0.012, 0.279, 0.173], "charge": -1, "relative_energy_kj_mol": 172.9, "homo_ha": -0.2281}



{"formula": "F12K3N6Na3O24S12", "method": "the ωB97M-V functional and the def2-TZVPD basis", "elements": ["K", "K", "K", "S", "S", "S", "S", "S", "S", "S", "S", "S", "S", "S", "S", "Na", "Na", "Na", "F", "F", "F", "F", "F", "F", "F", "F", "F", "F", "F", "F", "O", "O", "O", "O", "O", "O", "O", "O", "O", "O", "O", "O", "O", "O", "O", "O", "O", "O", "O", "O", "O", "O", "O", "O", "N", "N", "N", "N", "N", "N"], "coordinates": [[-0.617121, 1.356913, -5.818975], [-1.920428, 1.836040, 1.328129], [-0.815614, 4.076559, -0.633103], [0.421810, -5.244167, 1.025906], [-0.147003, 1.013366, 4.356506], [5.130257, 4.278244, 3.404804], [-5.256302, -3.147080, 0.677903], [1.675299, 1.511356, -0.384413], [-0.068114, 0.407402, -1.663545], [-2.642472, -1.241699, -4.736300], [-2.061401, -2.497428, -6.702611], [5.191985, 3.255446, 1.280150], [-4.362616, -1.241473, -0.487407], [0.076120, -2.948368, 1.761413], [1.056348, 3.097244, 3.718437], [2.540018, 5.683349, 1.210155], [2.245688, -2.688048, -0.873138], [4.091359, 1.995718, -3.215161], [1.164473, -5.970511, -0.239054], [-1.548932, -0.071601, -1.397362], [-4.841761, -0.299710, -1.693675], [3.953715, 5.148510, 4.093952], [-2.927701, 0.308965, -4.344192], [4.381621, 3.060612, -0.154805], [-1.101046, 0.098822, 3.458312], [-1.955016, -2.336580, -8.271791], [1.699077, 2.883965, 0.463341], [-6.674638, -3.834611, 1.008937], [0.920023, 4.225563, 2.525294], [0.844476, -1.572249, 1.307913], [-3.198638, -3.376738, -6.581966], [-0.906173, -5.740231, 0.874267], [5.202388, 3.066225, 4.159740], [0.363224, -3.244116, 3.139481], [6.455027, 3.764624, 0.810449], [1.024259, 0.214951, 4.256166], [-3.866651, -1.842067, -4.309276], [-0.709755, -2.936333, -6.401513], [2.338160, 0.684866, 0.567057], [-1.492509, -1.577667, -3.935168], [5.162533, 1.854893, 1.628418], [6.181316, 5.259968, 3.403513], [-3.977214, -0.308477, 0.554010], [-3.355646, -2.048824, -1.076358], [1.194047, -5.683209, 2.143547], [2.186238, 2.337169, 3.274391], [-0.906080, 1.077083, 5.579282], [0.539622, -0.862878, -1.388619], [-4.717346, -4.266301, -0.072213], [0.012157, 0.945864, -3.007622], [2.381882, 1.821686, -1.612116], [-1.284612, -2.592208, 1.457486], [-4.629692, -2.865093, 1.942656], [1.175094, 3.877645, 4.906840], [0.696442, -3.812967, 0.474793], [-0.039337, 1.405062, -0.495368], [-2.360766, -0.969348, -6.422768], [-5.803149, -1.988914, -0.206549], [4.234001, 4.221575, 1.916867], [-0.350903, 2.439194, 3.414972]], "forces_ev_per_a": [[-0.555, -0.874, 0.160], [-1.000, -1.608, 0.871], [0.056, 0.021, -0.090], [0.358, -5.854, -1.853], [-3.428, -3.114, 0.780], [-1.690, 3.135, 3.383], [-0.467, -6.873, 1.118], [1.775, 0.534, 4.179], [-4.803, -6.261, -2.813], [-1.829, 0.587, 2.439], [1.083, -3.555, -3.879], [2.762, -6.066, -5.766], [-1.239, 0.789, -0.903], [-2.950, 2.940, -0.583], [2.106, 0.424, -0.022], [0.476, -0.554, 0.900], [-0.795, -0.141, 0.475], [-0.045, -0.096, 0.751], [0.158, 0.321, 0.230], [0.273, 1.639, -0.829], [-0.073, 0.096, 0.443], [0.116, -0.590, -0.230], [0.675, 0.727, -0.641], [-0.573, 1.022, -0.819], [-0.624, 0.760, -0.760], [0.003, 0.438, -0.626], [-0.879, 0.530, -1.258], [-0.247, 1.137, 0.582], [-0.286, 1.403, -1.005], [0.619, -0.397, 0.592], [1.439, 0.848, 0.667], [0.170, 0.880, 0.485], [0.049, 1.096, -1.324], [0.908, 0.222, -1.827], [-0.695, 0.327, 0.655], [0.487, 1.467, 0.309], [0.740, 0.366, -1.395], [-1.457, 0.484, 0.460], [-1.157, -0.239, -1.603], [0.197, 0.753, -1.339], [0.087, 1.540, 0.775], [-0.539, -1.417, -0.677], [0.141, 0.488, -0.499], [0.178, 0.278, 0.135], [0.009, 0.568, -0.130], [-0.587, 0.858, 0.129], [1.289, 0.932, -1.042], [2.081, 1.106, -0.589], [0.253, 1.534, 0.421], [0.085, 0.501, 0.967], [-0.946, 0.144, -0.334], [1.075, -0.331, 0.295], [-0.694, 0.758, -0.776], [-0.418, -0.181, -0.516], [0.108, 1.929, 2.599], [4.408, 2.478, 0.749], [-0.334, 0.056, 4.191], [2.395, 2.468, -0.422], [0.363, 1.339, 3.251], [1.388, -1.772, 1.557]], "mulliken_charge": [0.935, 1.046, 0.932, 0.882, 0.983, 0.980, 1.106, 0.807, 0.131, 0.949, 1.085, 0.848, 1.310, 0.825, 0.960, 0.998, 1.015, 1.017, -0.350, -0.212, -0.335, -0.273, -0.313, -0.353, -0.225, -0.279, -0.216, -0.317, -0.352, -0.118, -0.551, -0.515, -0.456, -0.497, -0.624, -0.490, -0.503, -0.602, -0.455, -0.337, -0.525, -0.561, -0.616, -0.430, -0.571, -0.254, -0.619, -0.250, -0.591, -0.467, -0.608, -0.452, -0.560, -0.579, -0.243, 0.319, -0.401, -0.525, -0.187, -0.319], "relative_energy_kj_mol": 454.0, "homo_ha": -0.2838}



| no. | strongest force on any atom (eV/Å) | HOMO-LUMO gap (eV) | LUMO energy (eV) |
| --- | --- | --- | --- |
| 1 | 10.18 | 8.742 | 2.54 |
| 2 | 8.81 | 3.235 | -4.49 |